This record from the OMol25 dataset describes C29H45Cl2HfN2P as an isolated structure at a distorted geometry. The level of theory is ωB97M-V with the def2-TZVPD basis set.

ORCA input file:
```
! wB97M-V def2-TZVPD RIJCOSX def2/J DEFGRID3
* xyz 0 1
P 0.31331 -0.91119 -1.13713
C 0.06183 -2.61633 -0.38066
C 0.50578 -3.86855 -1.15719
C 0.02839 -5.14349 -0.44313
C 0.54142 -5.19960 1.00145
C 0.13579 -3.94187 1.78069
C 0.60205 -2.66842 1.06045
C 2.15912 -0.57656 -1.19262
C 3.11258 -1.69002 -1.65171
C 4.54175 -1.15076 -1.82295
C 5.04941 -0.50864 -0.52521
C 4.09203 0.58666 -0.03710
C 2.66180 0.05033 0.12322
C -0.05043 -1.26433 -2.94133
C -1.52124 -1.70055 -3.08662
C -1.89679 -1.95877 -4.55250
C -1.62066 -0.72620 -5.42142
C -0.16035 -0.27993 -5.28420
C 0.21429 -0.02558 -3.81639
H -1.03679 -2.66056 -0.30212
H 1.59804 -3.88974 -1.23763
H 0.11327 -3.85172 -2.17953
H 0.35730 -6.03019 -0.99939
H -1.07119 -5.16042 -0.43788
H 0.16516 -6.09828 1.50541
H 1.63843 -5.27745 0.98987
H -0.95853 -3.91471 1.88207
H 0.54953 -3.97258 2.79626
H 0.28635 -1.77632 1.61482
H 1.69996 -2.65697 1.03413
H 2.20740 0.22597 -1.94619
H 4.54723 -0.39994 -2.62636
H 2.76324 -2.13910 -2.58868
H 3.12449 -2.48773 -0.89785
H 5.21447 -1.95854 -2.13742
H 6.05568 -0.09753 -0.67229
H 5.13337 -1.28475 0.24938
H 4.44585 1.00545 0.91322
H 4.08453 1.41071 -0.76543
H 1.98244 0.85231 0.43383
H 2.64828 -0.70310 0.92105
H 0.59353 -2.08133 -3.29855
H -1.71511 -2.60005 -2.49149
H -2.16341 -0.90768 -2.67702
H -1.30905 -2.80785 -4.93055
H -2.95291 -2.24724 -4.62165
H -2.28001 0.09396 -5.10300
H -1.85847 -0.93711 -6.47126
H 0.02000 0.62594 -5.87588
H 0.49640 -1.06234 -5.69144
H 1.26810 0.26818 -3.75720
H -0.37340 0.81777 -3.42677
Hf -1.57606 2.31161 1.47689
Cl -0.16889 3.14464 -0.13476
Cl -2.65349 0.36811 2.04586
C -1.13637 3.17549 3.03418
H -1.58615 4.12346 3.34398
C -0.04617 2.71443 3.87830
C 0.56341 3.61976 4.77270
C 1.63965 3.22700 5.56090
C 2.12355 1.91889 5.48229
C 1.51958 1.00393 4.61447
C 0.44589 1.39251 3.82319
H 0.18627 4.63816 4.82908
H 2.10170 3.93812 6.24020
H 1.88301 -0.01857 4.56486
H -0.04797 0.66730 3.18025
H 2.96103 1.61030 6.10145
C -6.32652 5.28732 2.58232
N -5.19274 4.79356 1.80962
C -4.81569 5.19105 0.57731
C -3.66958 4.49609 0.23264
N -3.35998 3.67700 1.25317
C -4.29849 3.86790 2.19669
H -6.21415 6.37935 2.75180
H -7.27058 5.09442 2.03334
H -6.37397 4.78117 3.57133
H -5.32388 5.93997 -0.01535
H -3.09826 4.59304 -0.68033
H -4.30936 3.36074 3.15350
*
```

Computed properties:
Max |F| in eV/Å: 5.40
E_tot in eV: -69426.479
Relative energy (zero: lowest compared OMol25 entry of this formula, charge and spin) in kJ/mol: 0.0
Orbital gap in eV: 6.48